Record 1
A molecular structure, C54H40BrClN4O8Ti at a distorted geometry, computed with wB97M-V/def2-TZVPD.

Structure (ORCA input):
```
! RIJCOSX wB97M-V def2-TZVPD def2/J DEFGRID3
* xyz -2 3
Ti -3.749 -3.623 24.010
C 5.091 -8.746 24.374
O 4.056 -8.821 25.329
C 2.948 -8.153 24.887
C 2.540 -7.745 23.592
C 1.339 -7.131 23.369
C 0.502 -6.715 24.454
C 0.885 -7.050 25.790
C 2.066 -7.772 26.013
C -0.582 -5.774 24.113
C -0.217 -4.568 23.411
C 0.919 -4.294 22.602
C 0.767 -3.006 22.043
C -0.481 -2.450 22.500
N -1.113 -3.470 23.329
C -1.015 -1.164 22.173
C -2.206 -0.571 22.724
C -2.470 0.951 22.678
C -3.534 1.177 23.449
C -3.934 -0.136 23.989
C -4.823 -0.267 25.115
C -5.601 0.951 25.536
C -5.643 1.311 26.932
C -6.480 2.322 27.360
C -7.260 3.072 26.443
O -8.138 4.041 26.703
C -7.931 4.679 27.992
C -7.211 2.657 25.060
C -6.345 1.708 24.620
C -5.066 -1.462 25.851
N -4.396 -2.698 25.802
C -4.733 -3.422 26.951
C -4.361 -4.727 27.215
C -4.933 -5.436 28.442
C -5.583 -6.687 28.305
C -6.320 -7.244 29.273
C -6.332 -6.669 30.561
O -6.919 -7.209 31.659
C -8.321 -7.535 31.579
C -5.524 -5.544 30.791
C -4.857 -4.946 29.752
C -3.333 -5.426 26.462
C -2.990 -6.794 26.621
C -2.055 -7.039 25.630
C -1.746 -5.843 24.899
N -2.615 -4.850 25.375
C -5.763 -2.735 27.649
C -6.000 -1.538 26.972
N -3.154 -1.160 23.504
C -0.224 -0.314 21.244
C -0.901 0.351 20.202
C -0.142 0.906 19.192
C 1.233 1.059 19.215
O 1.804 1.729 18.151
C 3.211 1.412 17.898
C 1.907 0.604 20.358
C 1.193 -0.112 21.349
H 6.012 -9.211 24.852
H 5.283 -7.744 24.023
H 4.804 -9.372 23.512
H 3.211 -7.982 22.759
H 1.053 -6.725 22.411
H 0.261 -6.659 26.586
H 2.289 -8.174 27.009
H 1.794 -4.909 22.786
H 1.335 -2.627 21.146
H -1.924 1.693 22.132
H -3.944 2.180 23.628
H -5.083 0.785 27.686
H -6.459 2.599 28.453
H -8.819 5.306 28.100
H -7.032 5.287 28.029
H -7.941 4.027 28.856
H -7.853 3.083 24.303
H -6.312 1.406 23.609
H -5.587 -7.182 27.341
H -6.904 -8.079 29.026
H -8.884 -6.949 30.837
H -8.906 -7.243 32.460
H -8.518 -8.597 31.470
H -5.528 -5.031 31.713
H -4.302 -3.990 29.870
H -3.458 -7.565 27.215
H -1.419 -7.917 25.534
H -6.208 -3.002 28.645
H -6.827 -0.865 27.103
H -2.017 0.303 20.069
H -0.604 1.302 18.395
H 3.238 1.712 16.852
H 3.428 0.331 17.849
H 3.921 2.039 18.484
H 2.915 0.809 20.565
H 1.670 -0.607 22.153
O -5.020 -7.435 24.284
Cl -4.465 -6.622 23.257
O -5.153 -6.589 21.964
O -4.845 -5.062 23.808
O -2.340 -3.872 22.765
Br -8.145 -2.017 19.316
C -7.003 -2.025 20.744
C -7.279 -2.071 22.099
C -6.391 -2.479 23.027
C -5.109 -2.835 22.667
C -4.724 -2.642 21.323
C -5.672 -2.340 20.310
H -8.287 -1.694 22.368
H -6.741 -2.555 24.092
H -3.689 -2.839 21.081
H -5.374 -2.261 19.312
*
```

Calculated values
Calculated total energy in eV: -184657.06783
HOMO level (spin up / spin down) in eV: 0.04 / -1.36
Strongest force on any atom in eV/A: 4.72
<S²>: 2.04
Kohn-Sham gap (spin up / spin down) in Eh: 0.1325 / 0.1837
Energy relative to the best compared isomer or geometry (same formula, charge and spin) in kJ/mol: 63.7

Mulliken population analysis, charges in e, atoms 1 to 8: atom 1 (Ti): -0.74, atom 2 (C): -0.88, atom 3 (O): -0.43, atom 4 (C): 0.73, atom 5 (C): -0.56, atom 6 (C): -1.32, atom 7 (C): 0.26, atom 8 (C): -0.37


Record 2
A molecular structure, C54H41AsMoN8O9S2, computed with wB97M-V/def2-TZVPD.

Structure (ORCA input):
```
! RIJCOSX wB97M-V def2-TZVPD def2/J DEFGRID3
* xyz 0 3
Mo 0.809 0.443 -0.228
N -3.842 -2.254 -0.732
C -3.554 -1.303 0.192
S -4.369 0.141 0.221
N -2.545 -1.677 1.048
N 0.181 -0.581 1.144
C 0.164 -0.744 2.404
C 1.196 -0.048 3.177
C 1.260 -0.066 4.579
C 2.229 0.614 5.280
C 3.194 1.341 4.585
C 3.183 1.357 3.209
C 2.207 0.666 2.476
O 2.325 0.703 1.152
H -4.446 -1.953 -1.479
H -3.154 -2.956 -0.961
H -0.655 -2.658 2.399
H 0.522 -0.626 5.133
H 2.236 0.581 6.361
H 3.954 1.894 5.122
H 3.932 1.907 2.653
N 4.274 1.512 -0.549
C 3.433 1.826 -1.545
N 2.118 1.821 -1.458
C 1.554 2.379 -2.622
C 0.205 2.625 -2.853
C -0.188 3.181 -4.058
C 0.745 3.501 -5.043
C 2.093 3.284 -4.819
C 2.476 2.734 -3.605
S 4.089 2.431 -3.036
H 3.842 1.016 0.231
H 5.204 1.234 -0.815
H -0.525 2.390 -2.092
H -1.240 3.369 -4.234
H 0.417 3.933 -5.978
H 2.833 3.550 -5.561
O 3.150 -0.851 -1.866
C 2.191 -1.081 -1.164
O 1.856 -2.423 -1.090
As 0.988 -3.296 0.231
C 2.524 -3.381 1.435
C 3.830 -3.178 1.001
C 4.869 -3.166 1.920
C 4.613 -3.351 3.273
C 3.312 -3.550 3.711
C 2.271 -3.555 2.792
C -0.951 -1.729 2.901
C -2.280 -1.267 2.348
C -3.131 -0.538 3.139
C -2.925 -0.478 4.524
C -1.945 -1.305 5.130
C -1.039 -1.964 4.375
C 1.135 -5.007 -0.677
C 1.915 -5.210 -1.809
C 1.917 -6.450 -2.431
C 1.147 -7.490 -1.926
C 0.371 -7.292 -0.794
C 0.358 -6.048 -0.177
H 4.030 -3.023 -0.052
H 5.885 -3.008 1.580
H 5.427 -3.340 3.986
H 3.108 -3.685 4.766
H 1.251 -3.697 3.137
H -1.884 -2.346 0.665
H -4.005 -0.081 2.702
H -3.606 0.092 5.139
H -1.951 -1.439 6.205
H -0.341 -2.664 4.816
H 2.511 -4.396 -2.200
H 2.521 -6.606 -3.316
H 1.146 -8.453 -2.421
H -0.232 -8.100 -0.399
H -0.262 -5.888 0.699
N -0.043 2.011 0.309
C -0.454 3.126 0.749
C 0.444 4.187 1.258
C 1.824 3.985 1.294
C 2.668 5.000 1.708
C 2.144 6.229 2.091
C 0.773 6.438 2.056
C -0.075 5.424 1.638
C -1.933 3.368 0.717
C -2.575 3.687 -0.473
C -3.946 3.899 -0.486
C -4.676 3.783 0.688
C -4.034 3.461 1.877
C -2.663 3.259 1.895
H 2.225 3.027 0.992
H 3.737 4.833 1.727
H 2.805 7.024 2.412
H 0.361 7.394 2.348
H -1.142 5.598 1.604
H -2.003 3.781 -1.388
H -4.442 4.141 -1.416
H -5.747 3.937 0.676
H -4.604 3.363 2.791
H -2.157 3.003 2.818
O -0.855 -2.280 -1.759
C -0.950 -1.148 -2.190
O -0.360 -0.090 -1.718
C -1.878 -0.833 -3.327
C -2.519 0.396 -3.376
C -3.430 0.628 -4.386
C -3.711 -0.305 -5.363
C -3.045 -1.513 -5.288
C -2.144 -1.805 -4.282
N -3.324 -2.535 -6.320
O -4.121 -2.245 -7.188
O -2.738 -3.592 -6.227
N -4.136 1.926 -4.424
O -3.783 2.773 -3.627
O -5.008 2.065 -5.254
H -2.337 1.145 -2.619
H -4.423 -0.102 -6.149
H -1.654 -2.768 -4.239
*
```

Calculated values
Calculated total energy in eV: -171372.99988
HOMO level (spin up / spin down) in eV: -6.81 / -8.24
Strongest force on any atom in eV/A: 0.90
<S²>: 2.12
Kohn-Sham gap (spin up / spin down) in Eh: 0.2139 / 0.2460
Energy relative to the best compared isomer or geometry (same formula, charge and spin) in kJ/mol: 140.6

Mulliken population analysis, charges in e, atoms 1 to 8: atom 1 (Mo): -0.08, atom 2 (N): -0.32, atom 3 (C): 0.15, atom 4 (S): -0.29, atom 5 (N): 0.00, atom 6 (N): 0.75, atom 7 (C): -0.47, atom 8 (C): -0.06


Record 3
A molecular structure, C54H41Br2MnN2O5P2S at a distorted geometry, computed with wB97M-V/def2-TZVPD.

Structure (ORCA input):
```
! RIJCOSX wB97M-V def2-TZVPD def2/J DEFGRID3
* xyz 1 6
Mn 1.608 0.312 -1.048
O 1.820 0.463 2.029
S 0.565 0.480 1.254
C -0.444 -0.667 2.222
C -1.517 -0.270 2.983
C -2.003 -1.051 4.054
C -1.318 -2.184 4.399
C -1.495 -3.173 5.523
C -0.350 -4.206 5.336
C 0.361 -3.774 4.079
C 1.408 -4.301 3.376
C 1.735 -3.739 2.125
C 1.112 -2.620 1.605
P 1.173 -2.242 -0.194
C 2.359 -3.548 -0.753
C 1.943 -4.849 -1.048
C 2.868 -5.834 -1.358
C 4.224 -5.545 -1.392
C 4.653 -4.262 -1.091
C 3.730 -3.278 -0.757
C -0.434 -3.011 -0.724
C -0.566 -3.373 -2.069
C -1.739 -3.928 -2.555
C -2.810 -4.151 -1.705
C -2.694 -3.804 -0.369
C -1.526 -3.229 0.115
C 0.172 -1.934 2.431
C -0.240 -2.600 3.594
C -0.257 2.003 1.707
C 0.147 2.604 2.872
C -0.585 3.653 3.463
C -1.771 4.017 2.883
C -2.851 4.973 3.322
C -3.893 4.954 2.172
C -3.402 3.894 1.220
C -3.928 3.354 0.078
C -3.145 2.450 -0.667
C -1.877 2.038 -0.289
P -0.777 1.303 -1.572
C -2.001 0.338 -2.524
C -2.749 -0.608 -1.821
C -3.757 -1.306 -2.462
C -4.013 -1.080 -3.809
C -3.240 -0.175 -4.519
C -2.231 0.535 -3.881
C -0.470 2.773 -2.654
C -1.238 3.937 -2.695
C -0.904 4.971 -3.559
C 0.199 4.871 -4.393
C 0.981 3.727 -4.353
C 0.645 2.695 -3.491
C -1.389 2.458 0.985
C -2.153 3.424 1.664
H -1.986 0.686 2.789
H -2.856 -0.700 4.620
H -2.474 -3.650 5.454
H -1.446 -2.688 6.498
H -0.737 -5.220 5.226
H 0.330 -4.208 6.188
H 1.943 -5.175 3.725
H 2.489 -4.243 1.537
H 0.895 -5.108 -1.025
H 2.523 -6.838 -1.566
H 4.943 -6.319 -1.628
H 5.708 -4.022 -1.099
H 4.086 -2.311 -0.436
H 0.275 -3.270 -2.739
H -1.811 -4.192 -3.603
H -3.721 -4.603 -2.077
H -3.516 -3.984 0.313
H -1.479 -2.983 1.163
H 1.037 2.219 3.357
H -0.237 4.107 4.381
H -2.450 5.969 3.509
H -3.292 4.630 4.259
H -3.942 5.915 1.657
H -4.897 4.739 2.538
H -4.905 3.639 -0.293
H -3.550 2.085 -1.603
H -2.546 -0.781 -0.769
H -4.349 -2.025 -1.910
H -4.817 -1.610 -4.302
H -3.432 -0.007 -5.570
H -1.635 1.252 -4.432
H -2.095 4.061 -2.054
H -1.518 5.863 -3.580
H 0.446 5.680 -5.067
H 1.856 3.637 -4.984
H 1.261 1.808 -3.467
O 5.894 2.841 1.474
C 5.230 3.718 0.759
O 5.656 4.811 0.481
C 3.855 3.333 0.302
C 2.944 4.280 -0.118
N 1.839 3.632 -0.499
N 1.961 2.308 -0.355
C 3.189 2.100 0.135
C 3.730 0.711 0.434
O 4.631 0.618 1.259
O 3.297 -0.262 -0.288
H 5.428 1.964 1.519
H 3.057 5.349 -0.180
H 0.968 4.024 -0.826
Br 1.455 -0.941 -3.446
C 3.417 -0.805 -3.424
Br 3.833 0.991 -2.897
H 3.803 -1.015 -4.412
H 3.773 -1.495 -2.670
*
```

Calculated values
Calculated total energy in eV: -270696.32411
HOMO level (spin up / spin down) in eV: -10.16 / -10.39
Strongest force on any atom in eV/A: 2.07
<S²>: 8.76
Kohn-Sham gap (spin up / spin down) in Eh: 0.2800 / 0.2877
Energy relative to the best compared isomer or geometry (same formula, charge and spin) in kJ/mol: 143.5

Mulliken population analysis, charges in e, atoms 1 to 8: atom 1 (Mn): 0.04, atom 2 (O): -0.84, atom 3 (S): 2.66, atom 4 (C): 0.66, atom 5 (C): -0.06, atom 6 (C): -1.41, atom 7 (C): -0.02, atom 8 (C): -0.88


Record 4
A molecular structure, C54H41HgN4O2PSb at a distorted geometry, computed with wB97M-V/def2-TZVPD.

Structure (ORCA input):
```
! RIJCOSX wB97M-V def2-TZVPD def2/J DEFGRID3
* xyz -2 2
Hg -0.368 0.672 0.022
O 1.867 3.797 2.225
C 1.473 3.081 1.272
N 0.216 2.581 1.141
C -0.827 3.060 1.913
C -0.950 4.412 2.260
C -2.045 4.883 2.966
C -3.053 4.006 3.346
C -2.955 2.663 3.013
C -1.862 2.168 2.299
N -1.772 0.844 1.862
C -2.334 -0.161 2.535
O -2.824 -0.148 3.678
C -2.434 -1.470 1.772
C -3.602 -2.214 1.942
C -3.792 -3.362 1.197
C -2.782 -3.759 0.327
C -1.639 -2.987 0.261
N -1.457 -1.870 0.960
C 2.457 2.682 0.230
C 3.821 2.912 0.480
C 4.760 2.655 -0.493
C 4.302 2.191 -1.761
C 2.943 1.982 -1.925
N 2.022 2.179 -0.982
H -0.160 5.088 1.963
H -2.106 5.935 3.229
H -3.912 4.361 3.908
H -3.734 1.975 3.309
H -4.337 -1.856 2.649
H -4.708 -3.935 1.278
H -2.883 -4.649 -0.282
H -0.824 -3.263 -0.405
H 4.097 3.299 1.454
H 5.818 2.820 -0.312
H 4.988 2.012 -2.583
H 2.563 1.633 -2.883
C -2.428 4.842 -0.662
C -1.466 4.268 -1.479
C -1.613 2.965 -1.932
C -2.728 2.219 -1.558
C -3.693 2.806 -0.734
C -3.550 4.111 -0.297
P -2.943 0.438 -1.897
C -4.206 0.417 -3.223
C -4.660 -0.853 -3.604
C -5.662 -1.003 -4.545
C -6.262 0.120 -5.107
C -5.839 1.383 -4.718
C -4.821 1.534 -3.787
C -1.416 0.004 -2.811
C -1.381 -0.273 -4.177
C -0.199 -0.703 -4.764
C 0.938 -0.853 -3.986
C 0.906 -0.540 -2.633
C -0.260 -0.105 -2.009
H -2.288 5.846 -0.281
H -0.579 4.828 -1.747
H -0.844 2.518 -2.549
H -4.544 2.210 -0.419
H -4.287 4.545 0.367
H -4.196 -1.720 -3.144
H -5.987 -1.994 -4.840
H -7.053 0.008 -5.838
H -6.308 2.260 -5.149
H -4.488 2.524 -3.498
H -2.272 -0.145 -4.780
H -0.166 -0.915 -5.828
H 1.865 -1.199 -4.431
H 1.818 -0.649 -2.056
C 0.879 -4.977 4.390
C 1.670 -5.269 3.287
C 1.959 -4.283 2.353
C 1.456 -2.995 2.506
C 0.663 -2.711 3.616
C 0.378 -3.692 4.554
Sb 1.809 -1.359 1.136
C 3.548 -0.651 2.191
C 3.588 0.692 2.561
C 4.667 1.195 3.273
C 5.716 0.358 3.629
C 5.678 -0.986 3.275
C 4.599 -1.488 2.565
C 2.913 -2.510 -0.323
C 2.253 -3.520 -1.027
C 2.847 -4.137 -2.116
C 4.111 -3.744 -2.535
C 4.770 -2.726 -1.857
C 4.170 -2.108 -0.770
H 0.647 -5.749 5.114
H 2.058 -6.273 3.154
H 2.579 -4.522 1.496
H 0.248 -1.715 3.742
H -0.244 -3.456 5.409
H 2.780 1.359 2.273
H 4.687 2.243 3.543
H 6.563 0.751 4.179
H 6.496 -1.641 3.553
H 4.572 -2.537 2.290
H 1.261 -3.826 -0.710
H 2.319 -4.918 -2.652
H 4.573 -4.215 -3.394
H 5.752 -2.408 -2.185
H 4.682 -1.297 -0.264
*
```

Calculated values
Calculated total energy in eV: -86720.16600
HOMO level (spin up / spin down) in eV: 1.42 / -1.41
Strongest force on any atom in eV/A: 1.34
<S²>: 0.76
Kohn-Sham gap (spin up / spin down) in Eh: 0.0965 / 0.2005
Energy relative to the best compared isomer or geometry (same formula, charge and spin) in kJ/mol: 28.4

Mulliken population analysis, charges in e, atoms 1 to 8: atom 1 (Hg): 3.17, atom 2 (O): -0.83, atom 3 (C): -0.64, atom 4 (N): 0.53, atom 5 (C): 0.07, atom 6 (C): -0.46, atom 7 (C): -0.71, atom 8 (C): -0.86


Look up the calculated total energy of the third one.
-270696.32411 eV